12
Properties=species:S:1:pos:R:3:nbo_charge:R:1 method="wB97M-V/def2-TZVPD" mol_weight_g_mol=127.279 total_energy_ev=-34694.055 fmax_ev_per_a=2.864 relative_energy_kj_mol=74.3 lumo_ev=3.53 total_charge=-1 e_homo_ev=-2.223
C -1.849 -0.733 1.196 -0.73
S -0.965 -2.301 1.026 -0.15
H -1.094 0.023 1.116 0.26
H -2.451 -0.714 2.104 0.19
H -2.690 -0.660 0.386 0.19
C 1.471 1.216 -1.747 -0.74
S 0.678 1.176 -0.028 -0.08
S 2.007 0.100 0.964 -0.74
H 2.027 2.161 -1.692 0.21
H 2.065 0.324 -1.860 0.22
H 0.568 1.131 -2.365 0.20
H 0.234 -1.723 0.900 0.18